1.
{"formula": "C50H113N7O8", "method": "ωB97M-V/def2-TZVPD", "species": ["H", "H", "N", "C", "H", "H", "H", "C", "H", "N", "H", "C", "H", "C", "H", "H", "C", "H", "H", "C", "H", "H", "H", "H", "C", "C", "C", "C", "C", "H", "C", "H", "H", "O", "C", "H", "H", "H", "H", "C", "C", "H", "C", "H", "O", "H", "H", "H", "H", "H", "H", "H", "H", "C", "H", "H", "H", "C", "H", "H", "H", "C", "H", "H", "H", "H", "C", "H", "H", "H", "H", "H", "N", "H", "C", "H", "H", "H", "H", "C", "C", "H", "C", "C", "H", "O", "H", "C", "H", "H", "H", "H", "H", "N", "H", "H", "C", "C", "C", "C", "H", "O", "N", "C", "H", "O", "C", "O", "C", "H", "H", "H", "C", "C", "C", "H", "H", "H", "C", "H", "C", "H", "H", "H", "C", "N", "O", "H", "C", "H", "H", "H", "C", "H", "O", "H", "C", "H", "C", "H", "C", "H", "C", "H", "H", "H", "H", "H", "H", "H", "H", "H", "H", "H", "H", "H", "C", "H", "H", "H", "H", "C", "H", "H", "H", "H", "C", "H", "H", "C", "H", "H", "H", "H", "H", "N", "H", "C"], "coordinates": [[23.571, -3.249, -9.580], [15.168, -4.795, -9.870], [16.356, -4.270, -14.608], [14.321, -8.247, -9.707], [22.300, -13.511, -14.994], [17.255, -3.125, -12.451], [27.874, -4.555, -6.430], [22.182, -4.998, -11.465], [17.816, -3.519, -15.901], [15.730, -8.798, -11.575], [18.686, -8.975, -7.053], [14.828, -10.597, -10.154], [22.608, -3.298, -16.102], [20.701, -7.367, -6.559], [20.769, -7.517, -5.476], [14.987, -10.921, -9.123], [25.030, -4.133, -8.201], [19.258, -6.866, -8.060], [21.417, -10.388, -16.059], [26.770, -5.896, -8.834], [21.005, -1.842, -14.263], [20.035, -13.136, -15.442], [24.188, -5.390, -6.639], [21.323, -6.509, -6.844], [26.481, -1.766, -14.581], [16.457, -9.661, -12.532], [25.590, -2.706, -13.748], [15.809, -3.074, -13.940], [22.389, -8.927, -6.831], [28.763, -5.029, -8.839], [22.066, -8.325, -11.615], [23.577, -0.054, -15.120], [26.100, -1.627, -15.591], [22.620, -11.794, -13.878], [16.624, -8.972, -9.214], [24.654, -3.914, -16.479], [19.957, -10.920, -13.605], [26.843, -6.273, -7.811], [24.165, -0.876, -11.983], [17.777, -4.101, -14.983], [20.448, -6.256, -12.886], [22.652, -9.825, -7.391], [27.976, -3.602, -6.937], [23.019, -8.125, -7.233], [25.673, -1.900, -7.721], [25.173, -1.398, -8.373], [20.940, -9.844, -10.509], [19.413, -6.618, -12.881], [16.483, -7.948, -13.887], [18.480, -10.264, -13.090], [21.414, -6.027, -16.338], [20.110, -11.189, -16.921], [27.163, -3.542, -12.480], [18.365, -5.470, -15.263], [20.412, -4.946, -9.764], [20.431, -8.969, -13.028], [16.179, -2.185, -14.453], [23.299, -1.036, -15.529], [23.841, -13.214, -13.103], [22.092, -9.218, -13.577], [15.541, -3.068, -10.058], [17.979, -9.730, -12.280], [17.037, -7.962, -9.322], [28.074, -2.540, -10.307], [15.589, -6.978, -12.031], [17.555, -9.392, -9.616], [19.907, -5.317, -10.660], [13.589, -8.015, -10.475], [22.315, -0.733, -15.897], [15.954, -2.123, -11.977], [19.551, -4.398, -11.130], [24.348, -12.616, -14.634], [19.581, -11.554, -14.294], [24.018, -7.962, -10.762], [23.547, -8.024, -11.747], [24.120, -8.560, -12.502], [14.830, -10.890, -12.917], [15.359, -12.519, -10.955], [27.835, -1.426, -8.957], [23.010, -3.453, -15.102], [18.678, -5.812, -6.197], [18.366, -8.715, -12.427], [21.443, -8.559, -13.000], [15.454, -9.180, -10.198], [24.461, -3.789, -6.083], [21.889, -7.098, -9.565], [13.779, -10.550, -10.434], [21.965, -9.642, -10.835], [17.900, -5.938, -16.135], [21.521, -7.863, -9.101], [18.272, -10.065, -11.290], [19.069, -5.981, -10.445], [13.863, -8.651, -8.799], [26.011, -3.070, -8.444], [16.199, -5.062, -13.998], [24.008, -1.215, -16.338], [15.699, -11.474, -11.000], [27.720, -4.755, -9.028], [20.990, -6.027, -11.482], [23.232, -2.109, -14.410], [17.711, -5.626, -6.668], [19.724, -5.251, -15.609], [21.322, -7.297, -10.861], [26.225, -2.995, -12.379], [28.973, -3.169, -6.807], [24.442, -0.784, -12.901], [20.579, -12.235, -15.146], [15.624, -4.171, -11.769], [28.264, -2.393, -9.248], [25.636, -4.949, -13.851], [26.898, -6.596, -9.660], [21.809, -2.441, -12.805], [19.291, -6.994, -6.972], [15.818, -11.075, -12.477], [25.338, -5.399, -9.022], [18.239, -6.105, -14.379], [19.959, -6.717, -17.084], [14.730, -3.000, -14.104], [21.006, -11.364, -16.319], [18.294, -3.616, -14.152], [20.411, -6.384, -16.143], [21.744, -11.801, -16.998], [26.652, -0.821, -14.065], [23.259, -2.751, -8.046], [25.481, -4.067, -14.477], [24.315, -2.070, -13.436], [21.060, -8.567, -7.216], [22.810, -4.381, -8.586], [16.247, -9.007, -13.913], [27.778, -4.651, -10.123], [24.151, -5.280, -15.616], [26.383, -4.177, -15.091], [27.454, -3.352, -8.379], [23.711, -6.970, -12.018], [16.268, -7.481, -11.566], [17.597, -7.893, -7.371], [16.154, -3.083, -12.472], [22.883, -5.339, -10.707], [21.302, -7.200, -13.727], [18.467, -6.056, -5.158], [23.618, -3.650, -8.553], [25.565, -3.588, -11.740], [21.929, -1.802, -13.687], [20.376, -5.334, -13.472], [15.211, -9.135, -14.236], [22.437, -10.461, -11.373], [21.354, -13.264, -13.432], [16.853, -9.551, -14.639], [24.644, -6.168, -8.679], [16.368, -9.301, -8.213], [21.893, -0.822, -13.196], [22.369, -4.131, -14.539], [24.679, -11.600, -13.276], [20.813, -7.229, -14.705], [22.255, -6.689, -13.897], [22.584, -9.112, -5.774], [15.810, -4.085, -10.380], [29.336, -2.349, -9.068], [25.831, -4.933, -6.296], [19.253, -4.882, -6.211], [22.650, -5.000, -12.452], [21.752, -12.819, -14.351], [16.857, -4.152, -10.064], [16.657, -11.596, -10.484], [16.201, -11.892, -13.083], [18.945, -11.092, -14.930], [23.931, -12.280, -13.672], [25.093, -5.158, -10.061], [27.445, -2.906, -6.268], [24.899, -4.561, -6.715], [27.488, -2.188, -14.660], [22.472, -9.509, -9.874], [26.326, -2.077, -11.795], [14.765, -7.338, -9.288], [21.905, -3.969, -11.251], [18.325, -8.090, -6.695], [20.241, -7.215, -15.455], [24.323, -4.208, -15.480]], "lowdin_charge": [0.0728, 0.0823, -0.0587, -0.0413, 0.1228, 0.1098, 0.0700, -0.0208, 0.1245, -0.0879, 0.0671, -0.1309, 0.1163, -0.2127, 0.1355, 0.1206, -0.4861, 0.1195, 0.0700, -0.1696, 0.0874, 0.1330, 0.0748, 0.1242, -0.0245, -0.4816, -0.4947, -0.1936, -0.0873, 0.1247, -0.4922, 0.0812, 0.0746, -0.2196, -0.0399, 0.1024, 0.0349, 0.1089, 0.1077, -0.1834, -0.1301, 0.0864, -0.0351, 0.0812, -0.0146, 0.0987, 0.0886, 0.1043, 0.0601, 0.0306, 0.1082, 0.0729, 0.0871, -0.2126, 0.0740, 0.0855, 0.1206, -0.0396, 0.0879, 0.1062, 0.0859, -0.0243, 0.0749, 0.0556, 0.0964, 0.0706, -0.0345, 0.0890, 0.0813, 0.1239, 0.0793, 0.0850, 0.0421, 0.0792, -0.0231, 0.0898, 0.1138, 0.1116, 0.0834, -0.1169, -0.0581, 0.0690, -0.0938, -0.5056, 0.0854, -0.0342, 0.1225, -0.0157, 0.1321, 0.0592, 0.0695, 0.0774, 0.0860, -0.0880, 0.0858, 0.0728, -0.1969, -0.1658, -0.4752, -0.4989, 0.0700, -0.1986, -0.0586, -0.0441, 0.0797, -0.0088, -0.4059, -0.1809, -0.0231, 0.1081, 0.1160, 0.0645, -0.4098, -0.1048, -0.1387, 0.1029, 0.1009, 0.1139, -0.0588, 0.1056, -0.0891, 0.0781, 0.0812, 0.0815, -0.1234, -0.1067, -0.2105, 0.0756, -0.0190, 0.1022, 0.0986, 0.1115, -0.4698, 0.0651, -0.0342, 0.0167, -0.2515, 0.0463, -0.1621, 0.0759, -0.0469, 0.0704, -0.0496, 0.1112, 0.0852, 0.0823, 0.1316, 0.0793, 0.1074, 0.0905, 0.0834, 0.0890, 0.0846, -0.0062, 0.1160, 0.0933, -0.1017, 0.0861, 0.0586, 0.0733, 0.0631, -0.1932, 0.0842, 0.1135, 0.1192, 0.0622, -0.1108, 0.1018, 0.0805, -0.0264, 0.0829, 0.0636, 0.0744, 0.0646, 0.0647, 0.0354, 0.0531, -0.1572], "smiles": "CC1(C)CCCC(C)(C)N1O.CC1(C)CCCC(C)(C)N1O.CC1(C)CCCC(C)(C)N1O.CC1(C)CCCC(C)(C)N1O.COC[C@H](C)N.COC[C@H](C)N.COCCNCCOC", "fmax_ev_per_a": 5.09, "homo_ev": -8.06, "e_tot_ev": -80481.9910, "homo_lumo_gap_ev": 8.6}


2.
{"formula": "C18H27Cl2N2O4Yb", "method": "ωB97M-V/def2-TZVPD", "species": ["C", "H", "C", "H", "Cl", "H", "H", "C", "H", "H", "C", "H", "C", "O", "O", "C", "H", "C", "C", "H", "C", "H", "H", "C", "H", "O", "H", "H", "C", "Cl", "C", "H", "C", "C", "H", "H", "H", "C", "N", "H", "H", "H", "C", "H", "H", "H", "Yb", "H", "H", "C", "C", "O", "H", "N"], "coordinates": [[0.378, 0.334, 2.749], [2.268, 1.218, -2.113], [1.920, 5.129, -2.302], [-4.926, -1.447, 4.275], [-2.925, -1.497, -0.590], [-2.287, 2.029, -3.399], [0.669, 3.098, 0.780], [2.017, -1.962, 0.276], [1.367, 6.893, -1.188], [2.269, 5.668, -3.187], [1.977, 3.736, -2.306], [-3.069, 1.345, -1.963], [0.974, 5.080, -0.070], [2.212, 1.046, -0.206], [0.376, 0.311, 3.895], [1.591, 1.476, -1.279], [-5.264, -2.221, 2.705], [1.522, 3.022, -1.200], [-2.350, -1.025, 2.576], [-4.755, -0.505, 2.761], [-0.940, 1.559, -1.800], [-1.829, -3.417, 3.281], [-3.531, -3.929, 3.023], [1.029, 3.681, -0.078], [-3.035, -3.299, 4.608], [-1.150, -1.320, 2.327], [2.675, -1.136, 0.597], [4.429, -3.425, -1.233], [1.925, -4.262, -0.526], [-1.507, 1.927, 1.559], [0.307, -0.469, -2.511], [4.520, -2.146, 0.013], [-2.175, 1.275, -2.599], [4.107, -3.130, -0.225], [0.859, -4.044, -0.598], [-0.966, 2.514, -1.275], [-0.382, -1.262, -2.181], [1.417, 5.803, -1.181], [2.654, -3.057, -0.166], [-2.179, 0.271, -3.052], [2.103, -5.043, 0.226], [1.321, -0.873, -2.448], [0.175, 0.813, -1.756], [4.490, -3.876, 0.487], [0.580, 5.582, 0.815], [0.069, -0.294, -3.573], [-0.914, -0.274, 0.241], [2.307, -4.626, -1.486], [-2.726, -0.019, 2.303], [-4.630, -1.489, 3.220], [-2.872, -3.207, 3.525], [0.771, -1.857, 0.307], [2.365, 3.161, -3.156], [-3.233, -1.864, 3.099]], "lowdin_spin": [-0.0004, 0.0002, 0.0000, 0.0000, -0.0001, 0.0000, 0.0000, -0.0001, 0.0000, 0.0000, 0.0000, 0.0000, 0.0000, 0.0018, -0.0001, 0.0004, 0.0000, 0.0000, 0.0001, 0.0000, -0.0012, 0.0000, 0.0000, 0.0000, 0.0000, 0.0002, 0.0000, 0.0000, 0.0000, -0.0016, -0.0001, 0.0000, 0.0000, 0.0000, 0.0000, 0.0000, 0.0000, 0.0000, -0.0001, 0.0000, 0.0000, 0.0000, -0.0006, 0.0000, 0.0000, 0.0000, 1.0027, 0.0000, 0.0001, 0.0000, 0.0000, -0.0010, 0.0000, -0.0001], "s2": 0.75, "fmax_ev_per_a": 2.93, "homo_ev": [-6.66, -6.66], "e_tot_ev": -86850.9792, "homo_lumo_gap_ev": [6.9, 5.9], "spin_multiplicity": 2}